No. 1
A structure of composition C34H85ClN7O11P2 at a distorted geometry, computed with the ωB97M-V functional and the def2-TZVPD basis.

Element x y z (Å)
H  -2.849  3.729  6.900
H  -5.154  -4.040  -1.423
Cl  -0.318  -3.300  2.753
C  -2.052  1.663  0.078
H  -2.751  -4.595  -1.254
H  -5.837  -2.713  -0.480
H  -2.150  3.817  0.487
H  4.153  -1.757  5.328
C  1.307  -1.625  0.602
C  3.799  -4.322  7.271
O  -2.743  -5.356  0.669
H  0.507  1.022  6.997
H  -1.032  1.631  -6.619
H  3.417  0.894  1.240
H  3.414  -4.523  3.380
H  4.545  -1.277  1.779
C  -3.799  -3.192  0.049
H  2.822  -4.077  7.698
O  2.101  -0.317  5.370
H  -0.831  4.438  7.519
H  -1.350  0.704  1.883
O  -0.440  -0.890  4.192
H  2.993  0.262  -0.353
O  -3.059  3.602  -5.269
C  -5.189  -3.590  -0.429
H  -3.741  2.985  0.528
O  4.989  0.578  0.025
N  0.775  -0.357  1.095
N  2.904  -3.680  3.157
H  -0.736  1.964  7.825
H  -5.057  -1.092  -0.537
H  -5.659  -4.297  0.253
H  -2.392  5.522  -5.742
H  0.223  5.214  6.338
O  0.741  4.182  -10.174
C  -2.640  3.742  5.827
H  -3.881  0.719  0.675
C  5.968  -6.549  6.543
H  -4.261  2.569  -1.518
C  -0.239  1.807  6.867
H  1.868  -3.970  1.344
H  0.877  0.847  2.795
C  -2.272  4.196  -8.324
H  -2.605  2.800  1.840
H  -5.477  -0.707  -2.210
P  0.660  -2.095  4.096
C  -0.421  4.347  6.505
H  0.594  5.280  -8.477
C  -3.973  1.749  -2.179
H  1.040  3.854  -12.124
H  3.639  -6.466  7.639
C  2.252  2.437  -11.067
H  4.121  -1.889  0.183
C  0.434  3.084  6.374
H  1.574  3.827  -8.308
H  4.858  -3.753  5.650
N  -3.874  -2.816  1.465
C  -3.098  0.538  -0.071
H  -1.633  1.934  -0.893
H  -2.658  -0.433  0.184
H  -3.491  -2.306  -0.517
H  2.796  -5.881  6.205
O  -0.017  0.374  0.288
C  2.484  -1.889  1.580
N  1.244  1.412  -10.782
C  3.770  -1.260  1.005
H  -3.546  1.848  -6.102
H  -4.143  5.249  -5.934
C  2.715  -3.410  1.745
H  2.418  4.601  -11.314
O  3.487  1.024  3.733
C  3.708  0.174  0.474
H  -3.454  4.254  5.318
O  4.754  -6.167  5.918
H  0.708  1.721  -9.974
C  -5.139  -0.280  -1.265
O  -1.449  4.455  5.542
C  1.330  4.653  -8.980
H  -3.264  4.570  -8.581
H  3.364  -2.879  3.550
C  -2.353  2.888  -7.544
H  5.781  -7.055  7.494
C  3.352  2.347  -10.014
O  4.274  -1.298  4.467
H  -1.748  4.972  -7.765
H  1.715  -1.425  -0.393
H  -4.382  3.227  -6.816
H  1.327  3.240  6.986
H  5.108  0.304  -0.887
H  -4.656  -6.181  0.799
H  1.416  3.684  4.678
N  4.038  -3.408  6.147
H  -0.177  -0.334  4.947
H  -3.293  -7.305  0.767
H  3.271  -3.510  5.486
H  0.046  2.918  4.393
H  4.812  -4.844  9.120
C  4.846  -4.072  8.351
C  1.637  3.835  -11.209
H  0.567  -2.400  0.438
C  1.150  -0.067  2.286
H  -0.378  2.117  1.338
H  6.626  -5.694  6.713
C  3.713  -5.774  6.791
H  3.584  -3.747  1.171
H  -0.984  1.445  6.154
H  3.930  1.435  -10.158
H  -3.421  5.355  -4.316
H  -5.888  0.423  -0.893
H  -3.995  -3.674  1.998
H  -0.816  3.182  -6.260
C  -3.677  -6.374  0.354
C  -3.783  0.421  -1.444
H  -1.744  -3.785  -0.050
H  -4.743  1.672  -2.948
C  -0.939  1.232  1.017
H  4.665  -3.111  8.831
H  -2.640  2.103  -8.250
C  1.947  -1.158  2.887
H  0.568  1.382  -11.539
N  -1.016  2.557  -7.036
H  -1.719  4.036  -9.248
C  -2.680  2.902  0.751
N  0.872  2.881  4.987
H  -3.789  -6.489  -0.728
H  -3.057  2.059  -2.687
H  5.854  -4.043  7.937
H  2.940  2.316  -9.006
H  -2.600  2.713  5.458
H  6.475  -7.241  5.872
C  -2.722  -4.254  -0.210
H  2.704  2.198  -12.035
C  -3.262  5.001  -5.335
H  4.037  3.195  -10.082
H  2.228  5.249  -9.169
C  -3.412  2.881  -6.436
H  -3.170  -0.226  -2.082
P  2.995  -0.412  4.186
H  2.855  1.669  4.117
H  -2.965  -2.478  1.760

Atoms 1-6, force components in eV/Å:
0.01 -0.02 0.01
0.00 -0.01 -0.01
-0.47 0.20 -0.13
-0.41 -0.22 0.39
-0.07 0.00 0.00
-0.01 -0.27 0.07

Its total energy is -100683.650 eV. Its LUMO energy is -3.24 eV. Its charge is +1. The energy above the lowest of the compared OMol25 structures with the same formula, charge and spin comes out at 0.00 kcal per mole. As for the HOMO energy: -0.3731 hartree. For the frontier orbital gap, the calculation gives 0.254 Ha.

No. 2
A structure of composition C3H5NO2 at a distorted geometry, computed with the ωB97M-V functional and the def2-TZVPD basis.

Element x y z (Å)
C  0.416  1.471  0.648
H  0.183  3.259  0.319
H  -1.155  -1.433  -1.415
O  -1.393  -0.183  1.366
O  -0.351  2.455  0.284
C  -0.576  -0.187  0.515
N  1.642  1.371  0.857
H  -1.082  -2.448  -0.065
C  -0.600  -1.620  -0.531
H  2.051  2.315  0.702
H  0.471  -1.924  -0.788

Atoms 1-6, force components in eV/Å:
-0.39 -5.38 -1.76
-0.09 0.47 -0.02
-0.31 0.75 -0.89
-0.49 -0.28 0.36
-0.91 0.89 -0.07
0.12 0.33 -0.37

Its total energy is -8774.100 eV. Its LUMO energy is 0.39 eV. Its charge is 0. The energy above the lowest of the compared OMol25 structures with the same formula, charge and spin comes out at 82.90 kcal per mole. As for the HOMO energy: -0.3303 hartree. For the frontier orbital gap, the calculation gives 0.345 Ha.

No. 3
A structure of composition C5H8O, computed with the ωB97M-V functional and the def2-TZVPD basis.

Element x y z (Å)
H  1.557  -1.319  0.108
H  -1.491  -0.914  -0.127
H  -0.615  -2.452  -0.242
H  -0.275  2.599  -0.159
C  -0.579  -1.390  -0.503
C  0.465  0.565  1.436
C  0.639  -0.731  0.085
H  -1.101  1.232  -0.968
C  0.890  0.730  -0.033
H  0.479  -0.706  1.442
C  -0.404  1.514  -0.172
O  -0.817  1.053  1.133
H  -0.575  -1.300  -1.596
H  1.860  1.087  -0.368

Atoms 1-6, force components in eV/Å:
-0.12 0.14 0.02
0.12 -0.07 -0.05
0.01 0.17 -0.05
0.04 -0.13 -0.03
-0.05 0.00 0.02
0.04 -0.10 0.07

Its total energy is -7357.596 eV. Its LUMO energy is 0.99 eV. Its charge is 0. The energy above the lowest of the compared OMol25 structures with the same formula, charge and spin comes out at 107.46 kcal per mole. As for the HOMO energy: -0.3048 hartree. For the frontier orbital gap, the calculation gives 0.341 Ha.

No. 4
A cluster of 2 separate species, C4H9NO3 in total at a distorted geometry, computed with the ωB97M-V functional and the def2-TZVPD basis.

Element x y z (Å)
H  0.885  3.043  0.143
C  -0.584  -0.244  1.567
H  0.987  -0.175  -1.740
O  2.231  1.398  1.504
C  -0.425  -1.815  -1.372
H  -0.267  -2.253  -2.357
H  -0.305  1.734  -0.457
H  -0.603  0.388  2.455
C  -0.046  -0.375  -1.416
H  0.240  -2.327  -0.678
O  0.645  -0.075  0.859
C  1.209  1.246  0.899
O  -0.869  0.546  -1.398
N  0.430  2.151  0.285
H  -1.456  -1.946  -1.056
H  -1.432  0.000  0.922
H  -0.640  -1.296  1.841

Atoms 1-6, force components in eV/Å:
-0.30 -0.06 -0.05
0.00 0.11 -0.17
0.12 0.12 0.47
0.17 0.29 -0.31
0.04 0.02 0.58
-0.01 0.04 -0.10

As for the SMILES: COC(N)=O.CC=O. Its total energy is -11925.977 eV. Its LUMO energy is 0.85 eV. Its charge is 0. The energy above the lowest of the compared OMol25 structures with the same formula, charge and spin comes out at 36.08 kcal per mole. As for the HOMO energy: -0.3751 hartree. For the frontier orbital gap, the calculation gives 0.406 Ha.